Model A:
A cluster of 2 separate species, C5H6N2O2 in total. Source: the OMol25 dataset; level of theory: ωB97M-V/def2-TZVPD.

Values from the calculation:
SMILES: C#[N+][O-].Cc1ccno1
2S+1: 1
Kohn-Sham gap: 0.3609 Ha

Positions of all 15 atoms, in Å:
C 1.8762 0.8593 0.9165
C -3.5225 2.2897 -0.1592
C 0.8514 -0.1439 0.9504
C 1.0307 -0.8976 -0.1965
C 0.4005 -2.1668 -0.7572
N 2.5876 0.7494 -0.2060
N -2.5243 1.7193 0.0464
O -1.4675 1.1671 0.1958
O 2.0751 -0.3303 -0.8783
H 2.0444 1.7786 1.5909
H -4.3273 2.8769 -0.4223
H 0.2428 -0.4137 1.7047
H -0.7424 -2.4317 -0.4507
H 1.0954 -3.1128 -0.5318
H 0.3801 -1.9434 -1.8026

=====

Model B:
A structure of composition C5H6N2O2. Source: the OMol25 dataset; level of theory: ωB97M-V/def2-TZVPD.

Values from the calculation:
2S+1: 1
Kohn-Sham gap: 0.3096 Ha

Positions of all 15 atoms, in Å:
C 2.2633 -0.9653 -0.0881
C 0.9349 -0.3384 -0.0737
C 0.7117 0.9885 -0.3217
C -1.0582 -0.2260 0.1472
C -2.4310 -0.5863 0.0298
H 2.0411 -1.2566 0.9309
H 3.3084 -0.3477 -0.1119
H 2.0410 -2.0150 -0.5814
H 1.4245 1.8648 -0.8141
H -1.5023 2.2830 0.9910
H -2.9097 0.5126 -0.0753
N -0.5823 0.9828 -0.0513
N -0.0250 -1.1781 0.3447
O -1.3813 2.0086 -0.0118
O -2.8349 -1.7268 -0.3142

=====

Which one sits at the top of the stability order? model A does.

=====

Model A:
A structure of composition C5H6N2O2. Source: the OMol25 dataset; level of theory: ωB97M-V/def2-TZVPD.

Values from the calculation:
2S+1: 1
Kohn-Sham gap: 0.3276 Ha

Positions of all 15 atoms, in Å:
C -0.0100 -1.1059 0.2894
C 0.5850 -1.3640 1.5259
C 0.9922 -0.0858 2.0505
C 0.0792 0.2422 0.0963
C -0.2517 1.0704 -1.1358
H -1.8857 -1.9800 0.2950
H -0.4813 -3.1355 -0.3557
H 1.1083 -2.4370 1.6894
H 1.3401 0.1493 3.0025
H 0.6144 2.1259 1.3993
H -1.0660 -0.6112 -2.0312
N -0.8127 -2.0546 -0.4219
N 0.6493 0.9344 1.1404
O -0.8543 0.4158 -1.9866
O -0.0025 2.2328 -1.2617

=====

Model B:
An isolated molecule of C5H6N2O2. Source: the OMol25 dataset; level of theory: ωB97M-V/def2-TZVPD.

Values from the calculation:
SMILES: O=C1CON=C[C@H]2N[C@@H]12
2S+1: 1
Kohn-Sham gap: 0.3758 Ha

Positions of all 15 atoms, in Å:
C -1.3606 -0.1413 0.0336
C -0.9350 -1.6012 0.1083
C 1.6310 -0.0382 -0.5251
C 1.0342 0.9950 0.3973
C -0.4493 0.9468 0.7003
H -1.0829 -2.0650 -0.9428
H -1.5485 -2.1739 0.8598
H 2.3126 0.2977 -1.3851
H 1.7982 1.4541 1.1004
H -0.1305 1.6975 -1.1962
H -0.8467 1.4144 1.6500
N 1.3251 -1.3041 -0.4918
N 0.1191 1.8896 -0.2529
O -2.3201 0.2249 -0.5988
O 0.4533 -1.5965 0.5430

=====

Which one sits at the top of the stability order? model A does.

=====

Model A:
A structure of composition C5H6N2O2. Source: the OMol25 dataset; level of theory: ωB97M-V/def2-TZVPD.

Values from the calculation:
2S+1: 1
Kohn-Sham gap: 0.3338 Ha

Positions of all 15 atoms, in Å:
C -2.3666 -1.4288 0.5918
C -1.1293 -0.7515 0.2886
C -0.1594 -0.4739 1.2914
C 1.0282 0.1966 1.0909
C 0.1568 0.5108 -1.1685
H -2.1871 -2.1041 1.2563
H -3.2323 -0.9849 0.9275
H -2.3393 -1.8524 -0.2382
H -0.1426 -1.2738 2.4599
H 1.9584 1.3044 -0.3333
H -0.6641 1.0493 -3.0157
N 1.1961 0.7328 -0.2731
N -0.9056 -0.1669 -0.9413
O 1.9869 0.3082 1.7450
O 0.4376 1.1395 -2.3850

=====

Model B:
An isolated molecule of C5H6N2O2. Source: the OMol25 dataset; level of theory: ωB97M-V/def2-TZVPD.

Values from the calculation:
SMILES: [H]/N=C(\O)[C@@H]1[C@@H]2NC(=O)[C@@H]21
2S+1: 1
Kohn-Sham gap: 0.3932 Ha

Positions of all 15 atoms, in Å:
O 1.6790 -1.8115 -0.8767
C 1.8095 -1.2259 0.1712
N 2.6487 -0.1965 0.5523
C 2.0886 -0.1463 1.8976
C 0.6214 0.0951 1.8788
C -0.0478 0.9772 0.8876
N 0.3021 2.1214 0.4916
C 1.1637 -1.2967 1.5416
H 2.8877 0.6098 -0.0165
H 2.7233 -0.0440 2.7754
H 0.1454 0.1192 2.8647
H 0.8984 -2.1837 2.1125
O -1.1702 0.4660 0.1637
H -1.2570 -0.4774 0.3469
H -0.4172 2.3529 -0.2861

=====

Which one sits at the top of the stability order? model B does.

=====

Model A:
The ion C2H5O2 with charge +1. Source: the OMol25 dataset; level of theory: ωB97M-V/def2-TZVPD.

Values from the calculation:
total charge: +1
2S+1: 1
Kohn-Sham gap: 0.3763 Ha

Positions of all 9 atoms, in Å:
C -1.2860 0.5182 0.3164
C 0.7947 -0.2773 -0.1034
O 1.8866 0.5233 0.3018
O -0.2608 0.6039 -0.3611
H -2.1254 1.2659 0.2011
H -1.3386 -0.2166 1.1661
H 0.9650 -0.9401 -1.2314
H 0.4226 -0.8874 0.6515
H 2.6326 0.7201 -0.2864

=====

Model B:
A structure of composition C2H5O2. Source: the OMol25 dataset; level of theory: ωB97M-V/def2-TZVPD.

Values from the calculation:
total charge: +1
2S+1: 1
Kohn-Sham gap: 0.4093 Ha

Positions of all 9 atoms, in Å:
C 1.3292 0.7372 1.4850
C -1.4058 -0.6976 -1.4363
O -0.6191 -0.3434 -0.5839
O 1.6143 0.2615 0.4293
H 1.9398 1.3527 2.2226
H 0.2546 0.7569 1.7488
H -1.3793 -1.5314 -2.2718
H -2.4099 -0.2649 -1.4388
H 0.6761 -0.2711 -0.1550

=====

Which one sits at the top of the stability order? model B does.

=====

Model A:
An isolated molecule of C2H5NOS. Source: the OMol25 dataset; level of theory: ωB97M-V/def2-TZVPD.

Values from the calculation:
SMILES: CC(=O)NS
2S+1: 1
Kohn-Sham gap: 0.3822 Ha

Positions of all 10 atoms, in Å:
C 0.8180 1.0214 -0.1182
C 0.6552 -0.4799 -0.1065
H 1.4250 1.2749 0.7439
H -0.1457 1.4405 -0.1355
H 1.3485 1.3444 -1.0395
H -0.6576 -2.0450 -0.0736
H -2.3395 -0.0176 1.1586
N -0.6154 -1.0489 -0.1538
O 1.5986 -1.2272 -0.0867
S -2.0870 -0.2625 -0.1889

=====

Model B:
A cluster of 2 separate species, C2H5NOS in total. Source: the OMol25 dataset; level of theory: ωB97M-V/def2-TZVPD.

Values from the calculation:
2S+1: 1
Kohn-Sham gap (alpha / beta): 0.2761 / 0.2890 Ha

Positions of all 10 atoms, in Å:
C 0.3233 -0.8648 0.9463
C -0.7431 1.1179 -0.5869
N -1.3900 -0.0031 -2.4711
O -1.7732 0.6815 -3.3223
S -1.1159 0.1339 0.7508
H 0.2750 -1.8400 1.4226
H 0.8563 -0.2535 1.6510
H 0.7797 -0.9244 -0.0269
H -1.5335 1.8448 -0.8430
H 0.3045 1.3303 -0.4430

=====

Which one sits at the top of the stability order? model A does.

=====

Model A:
An isolated molecule of C18H38O. Source: the OMol25 dataset; level of theory: ωB97M-V/def2-TZVPD.

Values from the calculation:
SMILES: CCCCCCCCCCCCCCCCCCO
2S+1: 1
Kohn-Sham gap: 0.4070 Ha

Positions of all 57 atoms, in Å:
C -8.3704 -2.3569 0.2903
C -7.3387 -1.2420 0.1680
C -5.9138 -1.7916 0.1823
C -4.8372 -0.7057 0.1528
C -4.7516 0.0198 -1.1889
C -3.6930 1.1236 -1.2077
C -2.2643 0.5900 -1.1214
C -1.2058 1.6629 -1.3817
C -1.1932 2.8110 -0.3715
C -0.8900 2.4173 1.0762
C 0.5243 1.8627 1.2977
C 0.5872 0.3358 1.3303
C 1.9838 -0.1987 1.6511
C 2.9934 0.0336 0.5288
C 4.3469 -0.5982 0.8450
C 5.3616 -0.3693 -0.2728
C 6.7124 -1.0039 0.0444
C 7.7269 -0.7752 -1.0764
O 8.9617 -1.4071 -0.8336
H 9.3099 -1.0907 0.0075
H 7.8726 0.3049 -1.2299
H 7.3600 -1.2068 -2.0106
H 6.5905 -2.0790 0.1931
H 7.1041 -0.5807 0.9747
H 5.4946 0.7043 -0.4275
H 4.9758 -0.7908 -1.2036
H 4.2177 -1.6720 0.9994
H 4.7323 -0.1755 1.7760
H 2.6050 -0.3931 -0.3991
H 3.1314 1.1044 0.3702
H 1.9122 -1.2735 1.8369
H 2.3487 0.2695 2.5685
H 0.2629 -0.0758 0.3741
H -0.1050 -0.0228 2.0969
H 1.1815 2.2442 0.5152
H 0.9068 2.2322 2.2525
H -1.6274 1.6935 1.4259
H -1.0135 3.3167 1.6846
H -2.1611 3.3158 -0.3965
H -0.4440 3.5391 -0.6947
H -1.3784 2.0885 -2.3743
H -0.2208 1.1927 -1.4004
H -2.1403 -0.1992 -1.8681
H -2.0966 0.1435 -0.1417
H -3.7982 1.6913 -2.1361
H -3.8835 1.8063 -0.3777
H -5.7197 0.4710 -1.4140
H -4.5325 -0.7054 -1.9766
H -5.0378 0.0214 0.9438
H -3.8740 -1.1725 0.3674
H -5.7755 -2.4585 -0.6722
H -5.7830 -2.3883 1.0890
H -7.5160 -0.6945 -0.7591
H -7.4619 -0.5416 0.9975
H -8.2333 -2.9049 1.2203
H -9.3789 -1.9499 0.2775
H -8.2730 -3.0580 -0.5360

=====

Model B:
An isolated molecule of C18H38O. Source: the OMol25 dataset; level of theory: ωB97M-V/def2-TZVPD.

Values from the calculation:
SMILES: CCCCCCCCCCCCCCCCCCO
2S+1: 1
Kohn-Sham gap: 0.4074 Ha

Positions of all 57 atoms, in Å:
C -7.8309 -1.1890 0.9060
C -7.4779 -1.4032 -0.5613
C -6.0327 -1.8548 -0.7741
C -5.0044 -0.7784 -0.4329
C -3.5825 -1.2462 -0.7348
C -2.5269 -0.1641 -0.5056
C -2.3912 0.2432 0.9613
C -1.1446 1.0864 1.2316
C -1.1915 2.4562 0.5575
C -0.0475 3.3772 0.9865
C 1.3527 2.8466 0.6735
C 1.6057 2.6617 -0.8213
C 3.0391 2.2327 -1.1378
C 3.3382 0.7946 -0.7181
C 4.7522 0.3745 -1.1130
C 5.0475 -1.1005 -0.8358
C 5.0966 -1.4356 0.6549
C 5.4280 -2.9081 0.9139
O 6.7583 -3.2492 0.6066
H 6.9217 -3.0445 -0.3205
H 4.7297 -3.5467 0.3515
H 5.3161 -3.1315 1.9776
H 4.1299 -1.2253 1.1127
H 5.8501 -0.8159 1.1451
H 6.0114 -1.3434 -1.2928
H 4.2851 -1.7172 -1.3195
H 5.4764 0.9940 -0.5790
H 4.8862 0.5596 -2.1821
H 3.2193 0.7006 0.3613
H 2.6181 0.1254 -1.1960
H 3.7393 2.9084 -0.6410
H 3.2029 2.3235 -2.2148
H 1.3996 3.6076 -1.3286
H 0.9208 1.9134 -1.2235
H 2.0840 3.5582 1.0660
H 1.5042 1.9025 1.1966
H -0.1192 3.5467 2.0642
H -0.1765 4.3440 0.4928
H -2.1356 2.9425 0.8169
H -1.1738 2.3358 -0.5257
H -0.2680 0.5350 0.8867
H -1.0447 1.2300 2.3107
H -2.3376 -0.6619 1.5719
H -3.2745 0.8032 1.2733
H -1.5622 -0.5432 -0.8534
H -2.7780 0.7097 -1.1096
H -3.5322 -1.5670 -1.7789
H -3.3498 -2.1147 -0.1136
H -5.2187 0.1216 -1.0147
H -5.0828 -0.5229 0.6236
H -5.9066 -2.1406 -1.8218
H -5.8406 -2.7425 -0.1664
H -8.1444 -2.1640 -0.9752
H -7.6509 -0.4774 -1.1151
H -7.6283 -2.0903 1.4808
H -7.2545 -0.3721 1.3320
H -8.8864 -0.9473 1.0090

=====

Which one sits at the top of the stability order? model B does.